A 12-piece molecular cluster, C50H120N4O18 overall at a distorted geometry, computed with ωB97M-V/def2-TZVPD.

Structure (XYZ):
```
192
Properties=species:S:1:pos:R:3:mulliken_charge:R:1
C 3.070 1.884 4.184 -1.58
C 3.322 3.167 3.258 1.75
C 1.944 3.572 2.794 -1.08
C 3.947 4.373 4.074 -1.40
C 5.386 4.161 4.491 -0.61
C 6.221 3.979 3.228 -1.48
C 5.728 2.779 2.391 1.88
C 6.418 2.895 0.988 -1.56
C 6.021 1.394 3.080 -1.65
N 4.246 3.036 2.075 0.16
O 3.778 1.948 1.259 1.15
H 2.218 2.174 4.793 0.52
H 2.646 1.064 3.556 0.20
H 3.827 1.490 4.852 0.32
H 2.039 4.231 1.909 -0.28
H 1.294 2.744 2.633 -0.11
H 1.372 4.172 3.534 0.47
H 3.906 5.246 3.414 0.36
H 3.244 4.611 4.906 0.43
H 5.752 4.981 5.044 0.47
H 5.388 3.208 5.065 0.26
H 7.276 3.785 3.558 0.36
H 6.277 4.852 2.588 0.47
H 6.648 1.931 0.517 0.17
H 7.394 3.362 1.095 0.52
H 5.877 3.454 0.223 0.16
H 5.195 0.727 3.185 0.24
H 6.370 1.533 4.097 0.45
H 6.862 0.820 2.635 0.36
H 3.846 1.107 1.705 -0.45
C -1.595 5.219 -1.073 -1.41
C -2.474 4.519 -0.074 1.48
C -1.485 3.974 0.987 -1.91
C -3.407 5.536 0.614 -1.31
C -4.541 5.868 -0.277 -0.41
C -5.385 4.651 -0.488 -1.01
C -4.563 3.574 -1.276 1.44
C -5.328 2.225 -1.061 -2.35
C -4.455 4.008 -2.756 -1.65
N -3.276 3.426 -0.550 0.77
O -2.407 2.619 -1.402 1.23
H -1.094 4.584 -1.807 -0.28
H -2.235 5.870 -1.731 0.25
H -0.815 5.758 -0.580 0.66
H -0.941 4.785 1.497 0.60
H -2.063 3.445 1.782 0.12
H -0.813 3.290 0.475 0.19
H -3.683 5.071 1.549 0.47
H -2.811 6.433 0.842 0.35
H -5.179 6.684 0.138 0.35
H -4.249 6.221 -1.304 0.30
H -6.260 4.963 -1.065 0.44
H -5.689 4.171 0.429 0.39
H -4.837 1.339 -1.461 0.28
H -6.262 2.344 -1.579 0.45
H -5.450 2.081 -0.009 0.44
H -4.139 3.147 -3.369 0.11
H -3.825 4.840 -3.044 0.29
H -5.441 4.301 -3.070 0.53
H -2.398 1.840 -0.841 -0.57
C -5.817 0.867 -4.743 -1.87
C -5.198 -0.486 -4.361 1.87
C -5.147 -1.448 -5.560 -1.56
C -3.752 -0.211 -3.936 -0.45
C -3.044 -1.366 -3.237 -0.62
C -3.920 -1.772 -2.105 0.35
C -5.372 -2.165 -2.503 2.05
C -5.448 -3.491 -3.247 -1.67
C -6.218 -2.254 -1.193 -1.75
N -5.931 -0.946 -3.197 0.36
O -7.246 -1.189 -3.653 -0.58
H -5.222 1.328 -5.524 0.43
H -6.848 0.746 -5.075 0.46
H -5.730 1.518 -3.902 0.15
H -5.020 -0.800 -6.433 0.52
H -4.327 -2.184 -5.589 0.29
H -6.111 -1.960 -5.759 0.17
H -3.200 0.244 -4.764 0.93
H -3.748 0.547 -3.152 -1.33
H -2.778 -2.201 -3.917 0.49
H -2.098 -1.005 -2.849 -0.32
H -4.100 -0.916 -1.372 -1.06
H -3.469 -2.514 -1.434 0.45
H -6.407 -3.650 -3.739 0.35
H -5.393 -4.309 -2.527 0.36
H -4.725 -3.760 -4.028 0.32
H -6.020 -3.126 -0.537 0.33
H -7.264 -2.316 -1.484 0.54
H -6.137 -1.347 -0.604 0.19
H -7.238 -1.853 -4.368 0.38
C 3.759 -1.745 0.984 -0.31
C 4.962 -2.213 0.088 1.46
C 5.346 -0.879 -0.696 -1.71
C 6.155 -2.692 0.888 -1.20
C 7.275 -3.244 -0.074 -0.66
C 6.570 -4.403 -0.840 -1.43
C 5.378 -3.968 -1.642 1.44
C 5.752 -3.130 -2.865 -1.58
C 4.589 -5.192 -2.144 -1.77
N 4.477 -3.342 -0.689 0.86
O 3.287 -2.956 -1.336 0.01
H 3.155 -2.605 1.246 -0.85
H 4.176 -1.323 1.917 0.17
H 3.183 -0.987 0.487 0.17
H 4.768 -0.801 -1.611 0.07
H 5.055 -0.113 -0.012 0.41
H 6.403 -0.841 -0.895 0.53
H 6.448 -1.819 1.411 0.36
H 5.900 -3.450 1.622 0.36
H 7.577 -2.507 -0.795 0.31
H 8.140 -3.648 0.465 0.51
H 6.166 -5.175 -0.154 0.31
H 7.254 -4.951 -1.463 0.45
H 4.949 -2.527 -3.266 0.17
H 6.019 -3.829 -3.625 0.59
H 6.596 -2.482 -2.637 0.32
H 5.275 -5.848 -2.694 0.49
H 3.866 -4.899 -2.924 0.27
H 4.054 -5.691 -1.333 0.29
H 3.402 -2.388 -2.126 0.22
O 0.630 -5.270 2.809 -0.58
C 1.057 -4.143 2.012 0.48
C 1.918 -4.663 0.850 0.23
O 3.191 -5.030 1.277 -0.76
H 1.397 -5.797 3.003 0.37
H 0.192 -3.640 1.619 -0.53
H 1.605 -3.421 2.611 0.06
H 2.056 -3.930 0.034 -0.07
H 1.407 -5.563 0.363 0.23
H 3.800 -4.705 0.590 0.14
O -0.166 -2.405 4.944 -0.53
C -1.491 -2.760 5.421 0.14
C -1.748 -4.217 5.433 -0.51
O -1.781 -4.663 4.046 -0.56
H -0.230 -2.100 4.034 0.20
H -1.778 -2.238 6.374 0.32
H -2.142 -2.410 4.603 -0.27
H -2.728 -4.400 5.910 0.35
H -1.024 -4.805 5.987 0.37
H -0.871 -4.650 3.700 0.19
O -0.512 -1.084 2.203 0.51
C 0.012 -0.106 1.280 0.29
C -0.583 -0.235 -0.090 0.49
O -1.962 0.181 -0.219 0.98
H -1.496 -0.948 2.281 -0.42
H -0.126 0.875 1.744 -0.31
H 1.104 -0.248 1.165 -0.48
H -0.477 -1.231 -0.559 -0.10
H -0.025 0.493 -0.732 -0.01
H -2.541 -0.365 0.321 -0.82
O -3.215 -1.300 2.034 -0.18
C -4.380 -0.465 2.565 -0.95
C -3.764 0.924 2.667 0.81
O -2.907 0.935 3.827 -0.70
H -3.582 -2.165 1.878 0.09
H -5.240 -0.400 1.872 0.25
H -4.684 -0.887 3.497 0.39
H -4.473 1.745 2.737 0.61
H -3.233 1.055 1.735 -0.58
H -2.383 0.134 3.948 0.28
O -2.090 -5.540 -0.564 -0.59
C -2.242 -4.783 0.629 0.19
C -3.761 -4.648 0.905 0.31
O -3.821 -3.812 2.140 -0.62
H -1.300 -6.057 -0.534 0.33
H -1.669 -5.180 1.421 0.87
H -1.757 -3.791 0.573 -0.58
H -4.247 -5.543 1.191 0.50
H -4.227 -4.061 0.136 -0.64
H -3.344 -4.223 2.880 0.34
O 2.618 2.894 -1.313 -0.37
C 2.474 4.275 -1.809 -0.06
C 2.522 5.306 -0.678 -0.48
O 3.763 5.390 -0.041 -0.55
H 2.615 2.945 -0.316 0.05
H 3.130 4.477 -2.649 0.40
H 1.412 4.411 -2.124 -0.09
H 1.726 5.162 0.077 0.14
H 2.307 6.273 -1.146 0.48
H 3.556 5.378 0.890 0.33
C -0.024 1.971 -3.751 -0.59
O -0.912 1.043 -3.104 0.26
H 0.946 1.855 -3.326 0.00
H 0.036 1.723 -4.820 0.29
H -0.359 3.021 -3.674 0.16
H -1.662 1.575 -2.784 0.00
C 1.140 -1.966 -3.220 -0.02
O 2.319 -1.197 -3.191 -0.55
H 1.338 -2.874 -2.630 0.11
H 0.348 -1.359 -2.771 -0.22
H 0.901 -2.257 -4.262 0.26
H 2.013 -0.301 -3.037 0.21
```

Results
Structure (SMILES): CC1(C)CCCC(C)(C)N1O.CC1(C)CCCC(C)(C)N1O.CC1(C)CCCC(C)(C)N1O.CC1(C)CCCC(C)(C)N1O.OCCO.OCCO.OCCO.OCCO.OCCO.OCCO.CO.CO
Lowest unoccupied orbital energy: 0.6 eV
DFT total energy: -3550.10049 a.u.

=====

An isolated molecule of C8H9ClO at a distorted geometry, computed with ωB97M-V/def2-TZVPD.

Structure (XYZ):
```
19
Properties=species:S:1:pos:R:3:nbo_charge:R:1
C 1.732 -0.415 1.402 -0.65
C 0.548 0.191 0.799 0.04
Cl -0.743 0.859 1.951 -0.09
C 0.866 1.274 -0.076 -0.27
C -0.007 1.812 -0.928 -0.13
C -1.428 1.190 -1.028 -0.52
C -1.402 -0.289 -0.768 -0.08
C -0.507 -0.999 -0.110 -0.13
C -0.404 -2.422 -0.241 0.40
O 0.523 -3.090 0.104 -0.52
H 2.323 0.463 1.767 0.21
H 2.329 -0.996 0.714 0.25
H 1.433 -0.901 2.312 0.24
H 1.889 1.633 -0.012 0.22
H 0.380 2.654 -1.560 0.23
H -2.123 1.509 -0.173 0.27
H -1.998 1.422 -1.954 0.24
H -2.106 -0.981 -1.341 0.21
H -1.305 -2.913 -0.858 0.10
```

Results
Structure (SMILES): C[C@@]1(Cl)C=CCC=C1C=O
Lowest unoccupied orbital energy: 0.4 eV
DFT total energy: -845.56756 a.u.
ΔE to the lowest compared entry with this formula, charge and spin: 0.0 kJ/mol

=====

A 2-piece molecular cluster, C5H14 overall at a distorted geometry, computed with ωB97M-V/def2-TZVPD.

Structure (XYZ):
```
19
Properties=species:S:1:pos:R:3:lowdin_spin:R:1
C 1.049 0.475 -0.905 0.13
C 2.301 0.122 -0.104 0.14
C 1.191 0.758 -2.480 0.14
H 0.457 1.172 -0.288 0.04
H 0.255 -0.310 -0.883 0.03
H 3.301 0.419 -0.490 0.01
H 2.122 0.563 0.891 0.04
H 2.245 0.541 -2.623 0.01
H 0.755 1.722 -2.742 0.02
H 2.596 -0.932 -0.035 0.03
H 0.585 -0.113 -2.837 0.03
C -2.669 -0.009 1.733 0.13
C -1.764 -1.226 1.622 0.14
H -2.468 0.387 2.736 0.02
H -2.475 0.876 1.131 0.03
H -3.727 -0.323 1.604 0.01
H -2.109 -2.132 1.165 0.02
H -1.348 -1.639 2.598 0.02
H -0.917 -1.082 0.936 0.02
```

Results
Total charge: -1
Expectation value of S²: 0.750
Lowest unoccupied orbital energy (spin up / spin down): 4.3 / 4.3 eV
DFT total energy: -198.78081 a.u.
ΔE to the lowest compared entry with this formula, charge and spin: 135.8 kJ/mol
Spin multiplicity: 2

=====

A 3-piece molecular cluster, C6H14N2 overall at a distorted geometry, computed with ωB97M-V/def2-TZVPD.

Structure (XYZ):
```
22
Properties=species:S:1:pos:R:3:nbo_charge:R:1
C -1.969 0.126 -0.705 -0.40
C 3.027 -0.339 -0.329 -0.42
C -0.014 1.995 0.320 -0.69
C -2.892 -0.114 0.458 -0.65
N 2.136 0.152 0.695 -0.89
C 0.110 -0.658 -0.022 0.36
C -0.022 0.569 0.004 0.17
N 0.134 -1.964 -0.268 -0.81
H 2.188 -0.469 1.504 0.31
H 0.638 -2.254 -1.096 0.41
H 0.259 -2.593 0.511 0.41
H -2.089 1.091 -1.192 0.19
H -1.942 -0.672 -1.442 0.19
H 2.867 -1.396 -0.645 0.11
H 4.087 -0.279 -0.030 0.17
H 2.920 0.272 -1.232 0.17
H 0.807 2.197 1.004 0.28
H -0.971 2.300 0.748 0.23
H 0.148 2.574 -0.592 0.24
H -2.698 -1.082 0.926 0.20
H -3.947 -0.108 0.155 0.21
H -2.775 0.654 1.228 0.20
```

Results
Lowest unoccupied orbital energy (spin up / spin down): 0.7 / 0.7 eV
DFT total energy: -346.27942 a.u.
ΔE to the lowest compared entry with this formula, charge and spin: 650.4 kJ/mol

=====

Question: Which value of DFT total energy does entry 4 give?
Answer: -346.27942 a.u.